1.
11
Properties=species:S:1:pos:R:3 method="wB97M-V/def2-TZVPD" lumo_energy_ha=0.0017 e_homo_ha=-0.33489 relative_energy_ev=3.257 energy_ev=-21280.266
Cl -2.57380 0.73244 -0.15362
O -2.12095 -2.06192 0.60265
O -0.12758 2.23415 0.15443
N -1.14704 -0.13260 0.10894
C -1.18140 -1.36778 0.45912
C 1.51152 0.46449 -0.30658
C 0.33395 1.20936 -0.09203
H 1.25005 0.00659 -1.32338
H 2.44672 0.99844 -0.44267
H -0.04163 -1.81628 0.50498
H 1.65017 -0.26690 0.48816

2.
18
Properties=species:S:1:pos:R:3 method="wB97M-V/def2-TZVPD" smiles=CCS.CCS lumo_energy_ha=0.0296 e_homo_ha=-0.33536 relative_energy_ev=0.437 energy_ev=-26012.681
S 0.38436 -2.13462 1.47757
S -2.22814 1.51214 1.63884
C -0.92374 1.87601 0.42891
C -1.32719 1.62958 -1.02967
C 1.40768 -1.19265 0.33361
C 1.56667 -1.98879 -0.95394
H -0.01754 1.35176 0.66336
H -2.40373 1.52700 -1.09480
H 0.97029 -0.23882 0.07960
H 0.61962 -2.25066 -1.41241
H -1.00887 2.47290 -1.65707
H -2.09992 0.19599 1.82476
H -0.76745 2.94650 0.64366
H -0.77582 0.77493 -1.45330
H 2.12943 -2.90913 -0.80367
H 2.39330 -0.97841 0.72662
H 2.15926 -1.43246 -1.68616
H -0.07821 -1.16127 2.27405

3.
22
Properties=species:S:1:pos:R:3 method="wB97M-V/def2-TZVPD" lumo_energy_ha="-0.1435 / -0.1498" multiplicity=8 e_homo_ha="-0.34210 / -0.39248" total_charge=+1 s2=16.108 energy_ev=-37792.029
Gd 4.72769 1.30659 -0.07800
Mg 0.90489 0.67586 -0.89910
O -0.96668 1.37217 -0.54806
O 2.25904 1.06580 0.41193
O 0.62883 -1.30757 -0.47062
C -0.27957 0.02236 1.30047
C -0.21609 -1.36924 0.70847
C 1.43655 -2.43756 -0.74568
C -1.86232 2.19299 -1.26651
C -1.41286 0.83895 0.72242
H -1.16248 -1.81883 0.36145
H 0.94134 -3.01456 -1.53985
H -0.38973 -0.03126 2.38854
H -1.26757 2.69992 -2.03516
H 1.56485 -3.10625 0.11799
H 2.45373 -2.08100 -0.95192
H -1.69017 1.68493 1.36781
H -2.33158 2.93213 -0.60085
H 0.20062 -2.06429 1.45132
H -2.62659 1.55445 -1.73344
H -2.32519 0.25846 0.49773
H 1.41331 0.62594 1.54106

4.
25
Properties=species:S:1:pos:R:3 method="wB97M-V/def2-TZVPD" lumo_energy_ha="-0.5366 / -0.5990" multiplicity=2 e_homo_ha="-0.74103 / -0.74088" total_charge=+3 s2=0.775 relative_energy_ev=0.350 energy_ev=-19320.880
Sn -4.38359 -23.07137 12.88513
O -1.93945 -23.34169 11.40783
O -2.26713 -21.65807 14.41382
N -0.60108 -23.04258 15.16583
N -1.83495 -25.28348 10.47315
C -1.62313 -24.02349 10.45216
C -1.07637 -24.39158 14.70025
C -1.32377 -26.29344 9.55928
C -0.52351 -20.68427 15.63687
C -1.14063 -23.40245 9.14667
C -1.22410 -21.89421 15.01985
H -1.23033 -27.27569 10.02248
H -2.27553 -25.58738 11.32968
H -0.29441 -25.06134 14.34240
H -0.09077 -20.05435 14.85967
H -0.06166 -23.32881 9.01069
H -1.58169 -22.41238 9.03124
H 0.32160 -23.13364 15.56643
H -1.70559 -24.19062 13.83319
H 0.25262 -21.05549 16.30614
H -1.21744 -20.08241 16.22364
H -1.92476 -26.40609 8.65694
H -1.62819 -23.87025 8.29136
H -1.67681 -24.89267 15.45951
H -0.32581 -26.04062 9.20117

5.
6
Properties=species:S:1:pos:R:3 method="wB97M-V/def2-TZVPD" smiles=O.O lumo_energy_ha=0.0231 e_homo_ha=-0.40353 relative_energy_ev=0.048 energy_ev=-4159.891
O 0.25026 -0.85175 -0.88763
O -0.34488 1.31104 1.29250
H 1.08722 -1.06988 -1.35680
H -0.08617 0.73873 0.55334
H -0.40162 -0.82888 -1.62764
H -0.50481 0.70075 2.02622

6.
12
Properties=species:S:1:pos:R:3 method="wB97M-V/def2-TZVPD" lumo_energy_ha=-0.0005 e_homo_ha=-0.32565 relative_energy_ev=5.211 energy_ev=-9346.106
O -0.26871 -1.05874 -0.99986
O 0.16880 1.50753 -1.35610
O 1.27805 -1.18614 0.86933
C -0.99897 -0.29419 -0.14453
C -0.46400 1.12658 -0.21169
C 0.03203 0.10461 0.86400
H 0.30013 0.64647 -1.81205
H -0.97870 1.98043 0.25220
H -2.07157 -0.51072 0.02684
H 0.79644 -1.57914 0.02617
H 0.03213 0.21350 1.93342
H 2.17436 -0.95020 0.55227